one | C3H5NO2 | the ωB97M-V functional and the def2-TZVPD basis

Structure (XYZ):
```
11
C3H5NO2, DFT the ωB97M-V functional and the def2-TZVPD basis
C -0.59616 1.02869 0.05521
C 0.85621 0.82516 -0.36472
C -0.24825 -0.30329 -0.55374
N -0.06222 -1.55874 0.59666
O -0.11843 -2.67690 0.21997
O 0.18208 -1.27324 1.72773
H -0.59462 0.87980 1.08890
H -1.39209 1.58708 -0.39774
H 1.14195 1.16870 -1.31868
H 1.48327 0.83920 0.51920
H -0.65174 -0.51647 -1.57279
```

Summary:
- spin multiplicity = 3
- frontier orbital gap (spin up / spin down) (hartree) = 0.284 / 0.261
- HOMO energy (spin up / spin down) (eV) = -6.71 / -10.28

Here are the Löwdin charges for atoms 1 to 4, given in e: -0.127, -0.059, -0.074, -0.466

***

two | C3H5NO2 | the ωB97M-V functional and the def2-TZVPD basis

Structure (XYZ):
```
11
C3H5NO2, DFT the ωB97M-V functional and the def2-TZVPD basis
C -1.58629 0.45816 -0.08738
C 0.35104 -0.66223 0.08416
C 1.68982 -0.11384 -0.16475
N -0.65011 -0.07497 -0.66975
O 1.96210 0.81190 -0.90348
O 2.66651 -0.62022 0.56430
H -2.16742 1.24624 -0.51591
H 0.49401 -1.67180 -0.37043
H 0.16627 -0.76608 1.25414
H -1.71210 0.34549 1.01413
H 3.57376 -0.08080 0.43635
```

Summary:
- spin multiplicity = 3
- frontier orbital gap (spin up / spin down) (hartree) = 0.234 / 0.292
- HOMO energy (spin up / spin down) (eV) = -5.76 / -10.56

Here are the Löwdin charges for atoms 1 to 4, given in e: -0.149, -0.169, -0.575, 0.046

***

It comes down to two, which is 75.6 kcal/mol more stable than the next structure.

***

one | C9H18NS | the ωB97M-V functional and the def2-TZVPD basis

Structure (XYZ):
```
29
C9H18NS, DFT the ωB97M-V functional and the def2-TZVPD basis
C 1.09455 -1.80653 -1.99943
C 2.23399 -1.52805 -1.80714
C 0.29737 1.74855 -0.70574
C -0.24747 1.54102 0.78845
C 3.60521 -1.00473 -1.51459
C -0.33957 0.34157 2.94143
C -2.07811 2.37113 -0.76227
C 0.10954 -0.92945 0.78011
C -0.17413 0.33360 1.52942
N -1.11989 1.40141 -0.42547
S -2.77605 -2.98304 0.24963
H 0.12047 -2.14886 -2.36199
H 0.47966 2.78260 -0.98060
H 0.82848 1.00064 -1.18133
H -0.18593 2.44858 1.44354
H 4.45357 -1.70955 -1.55806
H 3.62867 -0.53093 -0.49665
H 3.58921 -0.09271 -2.09382
H -1.34057 -0.08003 3.09033
H 0.34367 -0.42130 3.50316
H -0.51128 1.36793 3.29891
H -2.26580 2.51115 -1.78365
H -3.05420 2.13315 -0.41064
H -1.81692 3.28379 -0.34218
H 0.52517 -0.81434 -0.18818
H -0.76786 -1.44158 0.74008
H 0.70406 -1.56863 1.44063
H -3.49408 -3.75417 -0.61032
H -1.84177 -2.45120 -0.58361
```

Summary:
- frontier orbital gap (hartree) = 0.259
- HOMO energy (eV) = -12.65
- net charge = +1

Here are the Löwdin charges for atoms 1 to 4, given in e: 0.058, -0.185, 0.047, -0.151

***

two | C9H18NS | the ωB97M-V functional and the def2-TZVPD basis

Structure (XYZ):
```
29
C9H18NS, DFT the ωB97M-V functional and the def2-TZVPD basis
C 1.02660 -2.06816 -1.25838
C 1.73812 -2.37171 -0.30630
C 1.04206 0.99048 0.81455
C -0.27676 1.08007 0.07622
C 2.55664 -2.58320 0.85402
C -2.11971 0.87139 1.74636
C 1.50372 1.25166 -1.67128
C -2.33382 0.31465 -0.75489
C -1.43018 0.22483 0.52702
N 0.89538 0.52640 -0.59786
S -3.90996 -0.79096 -0.68803
H 0.26038 -2.40801 -1.85874
H 1.52175 1.99040 0.81076
H 1.05705 0.20834 1.60707
H -0.47343 2.02163 -0.38149
H 2.59486 -1.49774 1.23784
H 3.48841 -2.92643 0.64095
H 1.95108 -3.35052 1.45182
H -2.66551 1.72395 1.46756
H -2.86120 0.13738 2.20248
H -1.47813 1.01201 2.63592
H 1.23590 2.37004 -1.60915
H 2.50660 1.01399 -1.84969
H 1.10333 0.89675 -2.63193
H -1.81676 -0.30860 -1.53383
H -2.69449 1.32968 -1.14426
H -0.92511 -0.76048 0.61534
H 1.15919 -0.46999 -0.81162
H -4.41613 0.23702 0.00202
```

Summary:
- frontier orbital gap (hartree) = 0.350
- HOMO energy (eV) = -12.05
- net charge = +1

Here are the Löwdin charges for atoms 1 to 4, given in e: 0.090, -0.136, 0.042, -0.235

***

It comes down to two, which is 29.6 kcal/mol more stable than the next structure.

***

one | C5H20N2O4 | the ωB97M-V functional and the def2-TZVPD basis

Structure (XYZ):
```
31
C5H20N2O4, DFT the ωB97M-V functional and the def2-TZVPD basis
C 0.36090 3.26363 0.00604
C -1.07665 3.13198 -0.48925
C -1.39287 1.75099 -1.08845
C -1.26063 0.66171 -0.05836
N -0.05641 -0.09764 -0.15798
C -2.25515 0.39653 0.79943
N -2.15518 -0.45035 1.92844
H 0.56687 4.26602 0.38532
H 1.08753 3.04256 -0.79462
H 0.58620 2.58871 0.79667
H -1.29990 3.92316 -1.20590
H -1.77744 3.34327 0.32883
H -2.47250 1.76109 -1.49814
H -0.72401 1.57750 -1.95167
H 0.12091 -0.76820 0.69106
H 0.74827 0.49446 -0.30566
H -3.18396 0.89503 0.75216
H -2.98428 -0.97212 2.12373
H -1.31442 -0.93752 2.00884
O 0.43391 -2.03616 2.28032
H 1.22780 -1.88728 1.71913
H 0.60400 -1.72383 3.15361
O 2.60402 -1.23305 0.90502
H 3.42158 -1.51921 1.27872
H 2.56368 -1.51038 0.00546
O 2.74800 -1.97137 -1.65345
H 3.15744 -1.29372 -2.23479
H 1.79265 -2.04267 -1.89161
O 0.15052 -1.96672 -2.29980
H -0.22598 -1.52591 -3.08572
H -0.15865 -1.44575 -1.54184
```

Summary:
- SMILES string = CCC/C(N)=C/N.O.O.O.O
- frontier orbital gap (hartree) = 0.284
- HOMO energy (eV) = -7.14

Here are the Löwdin charges for atoms 1 to 4, given in e: -0.114, -0.264, -0.185, -0.366

***

two | C5H20N2O4 | the ωB97M-V functional and the def2-TZVPD basis

Structure (XYZ):
```
31
C5H20N2O4, DFT the ωB97M-V functional and the def2-TZVPD basis
C 1.52248 -1.00966 -2.61762
C 1.25439 -0.29749 -1.22106
O 2.50980 0.42974 -0.98996
C 0.92071 -1.24007 -0.00249
N -0.25929 -1.09256 0.80115
C 0.09321 -0.43883 2.11388
C -1.09500 0.24181 2.79443
N -1.60993 1.36529 2.02509
H 1.52436 -0.34095 -3.35947
H 0.86880 -1.80655 -2.62797
H 2.57334 -1.20170 -2.61159
H 0.40227 0.34119 -1.56779
H 2.93543 0.33618 -0.09967
H 1.82517 -1.43439 0.57253
H 0.61900 -2.19183 -0.48040
H -0.88854 -0.36601 0.36571
H 0.44444 -1.28338 2.71734
H 0.91767 0.25185 2.23275
H -0.66647 0.54436 3.68808
H -1.95560 -0.50205 3.08575
H -2.24334 2.00174 2.64203
H -0.97180 1.88574 1.44414
O 1.42957 2.66272 1.03535
H 2.13036 2.83848 0.44613
H 0.81748 3.44495 0.75482
O -2.06311 -2.22954 -2.12584
H -2.12601 -1.25063 -1.92958
H -1.27807 -2.39954 -1.58917
O -2.31146 0.80694 -1.40599
H -2.79911 1.50925 -1.32704
H -1.73801 0.82076 -0.65172
```

Summary:
- SMILES string = C[C@H](O)CNCCN.O.O.O
- frontier orbital gap (hartree) = 0.347
- HOMO energy (eV) = -9.23

Here are the Löwdin charges for atoms 1 to 4, given in e: -0.013, -0.315, -0.101, -0.198

***

It comes down to one, which is 77.9 kcal/mol more stable than the next structure.

***

one | C3H10OS2 | the ωB97M-V functional and the def2-TZVPD basis

Structure (XYZ):
```
16
C3H10OS2, DFT the ωB97M-V functional and the def2-TZVPD basis
C -1.38353 1.07366 0.35970
C -0.93808 0.62556 1.76282
C -0.39334 0.60663 -0.70676
S 1.30942 1.11314 -0.43752
S -2.15095 -1.87602 0.33085
H -1.23659 2.17717 0.39630
H -2.42281 0.79434 0.19290
H 0.03421 0.12310 1.72122
H -0.96152 1.42134 2.46165
H -1.63918 -0.04159 2.17894
H -0.66100 0.93865 -1.71503
H -0.39100 -0.47274 -0.76716
H -2.33425 -3.18791 0.25964
H 3.27696 0.19011 -1.52663
H 3.76049 -0.89293 -0.47447
O 4.04111 -0.33482 -1.18938
```

Summary:
- frontier orbital gap (hartree) = 0.143
- HOMO energy (eV) = -8.66

Here are the Löwdin charges for atoms 1 to 4, given in e: -0.372, -0.186, -0.676, 0.817

***

two | C3H10OS2 | the ωB97M-V functional and the def2-TZVPD basis

Structure (XYZ):
```
16
C3H10OS2, DFT the ωB97M-V functional and the def2-TZVPD basis
C -1.32559 0.00986 3.00867
C -0.06201 0.72689 2.86239
O -0.14909 1.78081 1.92995
H -1.78305 -0.35442 2.05944
H -1.05588 -0.85064 3.51488
H -2.03193 0.65027 3.56189
H 0.78677 0.22142 2.26853
H 0.49184 1.25512 3.72700
H -0.94382 2.34457 2.16971
C 0.57727 -1.70083 -4.18679
S 0.26893 0.18728 -3.96608
S 1.64515 1.06871 -2.75334
H 1.67144 -1.76972 -4.21687
H 0.02257 -1.77103 -5.09710
H 0.09470 -2.23775 -3.36173
H 1.79269 0.43945 -1.52055
```

Summary:
- SMILES string = CCO.CSS
- frontier orbital gap (hartree) = 0.331
- HOMO energy (eV) = -8.35

Here are the Löwdin charges for atoms 1 to 4, given in e: -0.101, -0.378, -0.138, 0.103

***

three | C3H10OS2 | the ωB97M-V functional and the def2-TZVPD basis

Structure (XYZ):
```
16
C3H10OS2, DFT the ωB97M-V functional and the def2-TZVPD basis
C 0.05943 -0.93690 -1.28544
C -1.22323 -0.59077 -0.52149
S -0.93668 -0.28395 1.26298
S -1.23139 1.72698 1.42416
C -0.09195 2.49865 0.25392
H 0.55900 -0.07476 -1.73703
H -0.12468 -1.72110 -2.00125
H 0.80446 -1.29183 -0.56981
H -1.75603 0.24131 -0.97906
H -1.96731 -1.39088 -0.60663
H -0.41495 2.52776 -0.77518
H -0.00947 3.51214 0.64961
H 0.88322 2.03143 0.33710
O 2.19534 -2.19361 1.47760
H 1.40680 -2.70527 1.26719
H 1.84744 -1.34920 1.80333
```

Summary:
- SMILES string = CCSSC.O
- frontier orbital gap (hartree) = 0.337
- HOMO energy (eV) = -8.54

Here are the Löwdin charges for atoms 1 to 4, given in e: -0.159, -0.583, 0.463, 0.421

***

It comes down to three, which is 38.1 kcal/mol more stable than the next structure.